DFT (the ωB97M-V functional and the def2-TZVPD basis) results for the ion C6H11N2O5 with charge +1.

ORCA input file:
```
! wB97M-V def2-TZVPD RIJCOSX def2/J DEFGRID3
* xyz 1 1
C 1.23 0.45 0.34
C -1.20 0.90 0.15
C 1.78 -0.12 -0.82
C 0.07 -1.40 0.44
C 0.35 2.70 0.05
C -1.58 -1.26 -1.36
N 0.02 1.25 0.09
N -1.21 -0.80 0.01
O 1.68 0.44 1.49
O -2.24 1.39 0.25
O 3.02 -0.65 -0.79
O 0.08 -1.28 1.77
O -2.28 -1.12 0.93
H 1.29 -0.15 -1.75
H 0.29 -2.30 0.03
H 1.13 2.81 -0.68
H -0.40 3.43 -0.13
H 0.71 3.19 1.06
H -2.30 -0.77 -1.84
H -0.81 -1.35 -2.12
H -1.92 -2.26 -1.27
H 3.35 -0.61 0.13
H 0.97 -1.32 2.15
H -2.02 -1.16 1.87
*
```

Values from the calculation:
E_LUMO (spin up / spin down) = -5.1 / -5.1 eV
Relative energy (zero: lowest compared OMol25 entry of this formula, charge and spin) = 294.5 kJ/mol
Gap between HOMO and LUMO (spin up / spin down) = 0.310 / 0.310 hartree
Calculated total energy = -720.49021 a.u.